Record 1
The following is a quantum chemistry calculation of a structure of composition C32H43BrIrN2P2, from the OMol25 dataset.

Its net charge is +4. The relative energy (zero: lowest compared OMol25 entry of this formula, charge and spin) is 88.2 kcal per mole. As for the spin multiplicity: 6. Its molar mass is 789.8 g mol⁻¹. Its HOMO energy (alpha / beta) is -16.3793 / -17.8727 eV. For the lowest unoccupied orbital energy (alpha / beta), the calculation gives -11.8 / -14.4 eV. The calculation puts the total energy at -128271.4932 eV. The expectation value of S² is 8.781. Its HOMO-LUMO gap (alpha / beta) is 4.62 / 3.51 eV.

Each line ends with the Mulliken spin population.
Atoms and positions in Å:
C1 0.200 -7.094 3.765  0.296
C2 1.162 -6.136 3.422  0.217
C3 2.518 -6.453 3.622  0.330
C4 2.848 -7.686 4.198  0.421
N1 1.909 -8.565 4.541  0.977
C5 0.620 -8.304 4.337  0.466
C6 0.764 -4.854 2.897  -0.017
C7 0.750 -3.663 2.630  0.149
C8 0.462 -2.383 2.155  0.010
C9 -0.414 -2.385 1.066  0.040
C10 -0.903 -1.144 0.701  -0.073
C11 -0.482 0.002 1.410  0.184
C12 0.344 0.029 2.503  0.046
C13 0.913 -1.227 2.799  0.043
Ir1 -1.423 0.561 -0.174  0.583
P1 -0.660 0.524 -2.290  0.023
H1 3.296 -5.749 3.344  0.014
H2 -0.854 -6.898 3.603  0.010
H3 3.895 -7.945 4.381  0.030
H4 -0.121 -9.051 4.630  0.031
H5 1.658 -1.349 3.581  0.006
H6 -0.763 -3.295 0.576  0.005
H7 0.564 0.932 3.077  0.007
H8 -1.745 -1.139 -0.089  0.012
C14 -0.657 2.230 -2.979  0.020
C15 0.326 2.522 -4.109  0.004
H9 -0.469 2.887 -2.113  -0.003
H10 -1.694 2.429 -3.293  -0.001
H11 0.179 3.542 -4.480  0.001
H12 1.368 2.458 -3.777  0.001
H13 0.191 1.851 -4.964  0.000
C16 1.075 -0.073 -2.218  0.011
C17 1.313 -1.545 -2.520  0.000
H14 1.390 0.128 -1.185  0.004
H15 1.696 0.566 -2.863  -0.004
H16 2.364 -1.792 -2.322  0.000
H17 0.707 -2.200 -1.884  0.000
H18 1.111 -1.791 -3.568  0.000
C18 -1.585 -0.606 -3.378  -0.005
C19 -1.388 -0.392 -4.876  0.011
H19 -2.644 -0.480 -3.109  0.006
H20 -1.309 -1.633 -3.100  -0.004
H21 -1.964 -1.141 -5.437  0.002
H22 -1.745 0.593 -5.195  -0.001
H23 -0.340 -0.498 -5.185  0.000
Br1 -0.545 2.796 0.704  0.079
P2 3.511 2.670 1.180  0.637
C20 2.881 2.378 -0.510  0.074
C21 3.834 2.978 -1.553  0.028
H24 1.864 2.795 -0.553  0.023
H25 2.818 1.292 -0.635  -0.010
H26 3.802 2.404 -2.491  0.005
H27 3.579 4.022 -1.773  -0.002
H28 4.867 2.964 -1.178  -0.005
C22 2.347 3.870 1.958  0.074
C23 3.086 4.675 3.037  0.019
H29 1.495 3.308 2.361  0.035
H30 1.963 4.520 1.159  -0.006
H31 2.455 5.494 3.414  0.000
H32 3.373 4.037 3.885  0.000
H33 4.007 5.112 2.621  -0.002
C24 3.335 1.081 2.076  0.065
C25 4.650 0.390 2.456  0.028
H34 2.744 0.443 1.411  0.028
H35 2.734 1.296 2.967  -0.002
H36 4.450 -0.415 3.173  0.001
H37 5.130 -0.053 1.579  -0.001
H38 5.363 1.089 2.910  -0.002
N2 -3.079 1.280 -0.845  -0.035
C26 -4.173 1.690 -0.967  0.081
C27 -5.556 2.002 -1.129  0.018
C28 -6.363 2.429 -0.048  0.006
C29 -7.749 2.546 -0.208  0.000
C30 -8.344 2.278 -1.444  0.001
C31 -7.548 1.921 -2.533  0.001
C32 -6.163 1.809 -2.391  0.011
H39 -5.895 2.648 0.910  0.000
H40 -8.369 2.840 0.637  0.000
H41 -9.431 2.362 -1.563  0.000
H42 -8.000 1.720 -3.507  0.000
H43 -5.532 1.548 -3.244  0.000


Record 2
The following is a quantum chemistry calculation of a structure of composition C32H43BrN2P2Ti, from the OMol25 dataset.

Its net charge is +2. The relative energy (zero: lowest compared OMol25 entry of this formula, charge and spin) is 75.4 kcal per mole. As for the spin multiplicity: 3. Its molar mass is 645.4 g mol⁻¹. Its HOMO energy (alpha / beta) is -12.6110 / -12.6062 eV. For the lowest unoccupied orbital energy (alpha / beta), the calculation gives -7.1 / -7.2 eV. The calculation puts the total energy at -148575.3946 eV. The expectation value of S² is 2.102. Its HOMO-LUMO gap (alpha / beta) is 5.48 / 5.42 eV.

Each line ends with the Mulliken spin population.
Atoms and positions in Å:
C1 -0.001 6.346 -5.482  0.015
C2 -0.111 4.963 -5.843  -0.011
C3 -0.487 4.754 -7.205  0.018
C4 -0.952 5.817 -7.997  -0.007
N1 -0.950 7.067 -7.567  0.014
C5 -0.474 7.343 -6.361  -0.007
C6 -0.025 3.802 -4.952  0.175
C7 -0.267 2.820 -4.256  -0.030
C8 -0.940 2.029 -3.288  0.206
C9 -0.189 2.135 -2.046  -0.178
C10 -0.946 2.287 -0.822  0.282
C11 -2.147 1.523 -0.806  -0.145
C12 -2.909 1.379 -2.000  0.209
C13 -2.315 1.741 -3.222  -0.143
Ti1 0.049 0.259 -1.738  1.452
P1 2.271 -0.640 -1.682  0.024
H1 -0.493 3.752 -7.630  0.000
H2 0.410 6.666 -4.524  0.000
H3 -1.347 5.625 -8.995  0.000
H4 -0.476 8.397 -6.067  0.000
H5 -2.892 1.778 -4.140  -0.002
H6 0.946 2.057 -2.062  -0.008
H7 -3.932 0.990 -1.939  -0.009
H8 -0.650 3.119 -0.177  -0.015
C14 2.222 -2.228 -0.723  0.014
C15 3.107 -3.367 -1.231  0.002
H9 1.186 -2.579 -0.637  -0.001
H10 2.538 -1.933 0.285  0.008
H11 3.104 -4.172 -0.478  0.001
H12 2.762 -3.809 -2.180  0.000
H13 4.160 -3.077 -1.360  0.000
C16 2.391 -1.005 -3.445  0.045
C17 3.247 -0.084 -4.302  0.021
H14 1.384 -0.961 -3.903  -0.014
H15 2.750 -2.043 -3.508  0.001
H16 3.036 -0.297 -5.357  0.002
H17 3.013 0.972 -4.151  -0.003
H18 4.317 -0.228 -4.140  0.001
C18 3.826 0.114 -1.216  0.002
C19 5.051 -0.770 -1.149  -0.002
H19 3.660 0.599 -0.256  0.000
H20 3.990 0.907 -1.941  0.000
H21 5.928 -0.152 -0.946  0.000
H22 5.021 -1.506 -0.345  0.000
H23 5.269 -1.300 -2.079  0.000
Br1 -2.476 0.202 0.521  0.005
P2 -2.067 -2.704 -3.583  -0.010
C20 -0.284 -3.038 -3.271  -0.012
C21 0.122 -4.393 -3.851  0.002
H24 -0.074 -2.954 -2.190  0.014
H25 0.258 -2.246 -3.791  -0.002
H26 1.192 -4.396 -4.094  0.000
H27 -0.058 -5.214 -3.141  0.000
H28 -0.442 -4.603 -4.771  0.000
C22 -2.929 -2.719 -1.951  0.003
C23 -4.299 -3.388 -2.058  0.000
H29 -2.994 -1.692 -1.585  0.001
H30 -2.273 -3.272 -1.268  0.002
H31 -4.712 -3.536 -1.063  0.000
H32 -5.011 -2.791 -2.635  0.000
H33 -4.221 -4.363 -2.542  0.000
C24 -2.222 -1.053 -4.319  0.022
C25 -2.695 -1.132 -5.794  0.000
H34 -1.249 -0.519 -4.261  -0.005
H35 -2.945 -0.473 -3.722  0.004
H36 -3.052 -0.147 -6.137  0.000
H37 -1.864 -1.431 -6.457  0.000
H38 -3.515 -1.864 -5.893  0.001
N2 0.711 0.613 0.317  -0.072
C26 0.691 0.829 1.474  0.111
C27 1.041 1.151 2.839  0.001
C28 0.075 1.616 3.786  0.010
C29 0.464 1.883 5.094  -0.003
C30 1.799 1.735 5.483  0.008
C31 2.749 1.334 4.557  -0.003
C32 2.386 1.059 3.227  0.008
H39 -0.963 1.763 3.456  0.000
H40 -0.281 2.199 5.826  0.000
H41 2.081 1.928 6.508  0.000
H42 3.800 1.216 4.851  0.000
H43 3.142 0.784 2.501  0.001


Record 3
The following is a quantum chemistry calculation of a structure of composition C32H43Cl2N2OP3PdS, from the OMol25 dataset.

Its net charge is +2. The relative energy (zero: lowest compared OMol25 entry of this formula, charge and spin) is 1.5 kcal per mole. As for the spin multiplicity: 5. Its molar mass is 774.0 g mol⁻¹. Its HOMO energy (alpha / beta) is -11.6525 / -13.1488 eV. For the lowest unoccupied orbital energy (alpha / beta), the calculation gives -4.9 / -8.0 eV. The calculation puts the total energy at -106117.0717 eV. The expectation value of S² is 6.060. Its HOMO-LUMO gap (alpha / beta) is 6.75 / 5.19 eV.

Each line ends with the Mulliken spin population.
Atoms and positions in Å:
P1 1.498 1.475 -3.274  0.488
C1 3.187 1.408 -2.800  0.006
C2 4.019 0.776 -3.770  0.099
H1 3.586 0.046 -4.460  0.002
C3 5.342 1.155 -3.865  -0.029
H2 5.944 0.797 -4.703  -0.001
C4 5.895 2.017 -2.902  0.074
H3 6.931 2.336 -2.998  0.003
C5 5.121 2.452 -1.822  -0.009
H4 5.583 3.054 -1.028  0.001
C6 3.770 2.145 -1.739  0.029
H5 3.154 2.458 -0.897  0.004
C7 0.660 -0.059 -3.472  0.045
C8 1.255 -1.281 -3.073  0.046
H6 2.142 -1.260 -2.440  0.003
C9 0.694 -2.483 -3.489  -0.036
H7 1.169 -3.434 -3.187  0.000
C10 -0.450 -2.488 -4.292  0.096
H8 -0.838 -3.428 -4.679  0.003
C11 -1.112 -1.287 -4.597  -0.034
H9 -2.029 -1.292 -5.196  0.000
C12 -0.590 -0.080 -4.144  0.096
H10 -1.113 0.859 -4.329  -0.002
C13 0.527 2.912 -2.939  0.004
C14 0.603 3.818 -4.035  0.044
H11 1.324 3.606 -4.832  -0.001
C15 -0.260 4.882 -4.110  0.008
H12 -0.232 5.519 -5.010  0.000
C16 -1.161 5.137 -3.070  0.010
H13 -1.834 5.977 -3.135  0.001
C17 -1.184 4.295 -1.941  0.022
H14 -1.868 4.522 -1.106  0.002
C18 -0.360 3.178 -1.860  0.015
H15 -0.359 2.540 -0.962  0.029
Pd1 -0.246 -0.677 2.959  0.654
C19 -1.982 -1.422 1.991  0.055
C20 -2.228 -1.397 0.681  0.130
H16 -2.697 -1.790 2.752  0.034
C21 -1.352 -0.673 -0.392  0.190
O1 -2.174 0.314 -1.070  0.015
H17 -1.568 0.909 -1.536  0.015
C22 -0.117 -0.069 0.147  0.833
H18 -1.023 -1.407 -1.185  0.025
C23 0.348 -0.003 1.365  -0.291
Cl1 -0.822 -1.330 5.217  0.065
Cl2 2.321 0.628 3.310  0.082
P2 1.438 -2.195 2.307  0.281
C24 2.416 -2.552 3.788  0.026
H19 1.732 -2.818 4.600  -0.002
H20 2.946 -1.630 4.062  0.000
H21 3.125 -3.359 3.576  0.008
C25 0.449 -3.667 1.943  0.012
H22 -0.040 -3.544 0.971  0.001
H23 -0.324 -3.758 2.711  -0.002
H24 1.088 -4.556 1.930  0.008
C26 2.617 -2.094 0.938  0.017
H25 3.194 -1.167 1.008  -0.001
H26 2.101 -2.119 -0.027  -0.004
H27 3.303 -2.949 0.997  0.010
P3 -3.773 -2.101 0.082  0.000
C27 -4.341 -3.142 1.415  0.008
C28 -3.479 -3.063 -1.397  0.006
H28 -4.384 -2.567 2.352  -0.006
H29 -3.648 -3.990 1.540  0.000
H30 -5.349 -3.496 1.151  0.000
H31 -3.100 -2.421 -2.207  -0.002
H32 -4.449 -3.504 -1.681  0.001
H33 -2.750 -3.860 -1.186  0.000
C29 -4.938 -0.792 -0.257  0.004
H34 -5.138 -0.231 0.668  0.000
H35 -5.865 -1.255 -0.629  0.000
H36 -4.504 -0.112 -1.003  0.000
H37 1.284 0.591 1.451  0.088
S1 -1.195 1.800 2.655  0.695
C30 -0.852 2.054 4.291  -0.056
N1 0.358 2.263 4.848  0.072
C31 0.327 2.010 6.278  -0.006
C32 -1.163 1.791 6.568  0.006
N2 -1.786 2.012 5.271  0.015
H38 1.216 2.070 4.296  -0.005
H39 0.692 2.887 6.822  0.005
H40 0.931 1.131 6.536  0.002
H41 -1.533 2.524 7.288  0.000
H42 -1.362 0.766 6.905  0.001
H43 -2.716 1.689 5.057  -0.001